Here is a structure of composition C28H42N5O3SSbSi3Y from the Open Molecules 2025 dataset. Energies are from ωB97M-V/def2-TZVPD.

Last column: Mulliken charge in e.
Positions of all 84 atoms, in Å:
Sb1 0.358271 1.056760 3.167169  -0.42
Y1 -0.209245 -0.702305 0.519562  1.06
S1 -0.584208 -3.524171 1.270111  1.24
Si1 1.983605 2.978285 2.669650  0.69
Si2 -1.648443 2.266447 4.223512  0.70
Si3 1.278990 -0.285499 5.148738  0.58
O1 -0.673922 -2.280843 2.120580  -0.51
O2 -0.267760 -2.969051 -0.074886  -0.60
O3 -1.703180 -4.396709 1.348997  -0.61
N1 2.164652 -0.932332 0.071634  0.32
N2 -0.232739 -0.555950 -1.776374  -0.05
N3 -2.395483 0.106055 0.063802  0.13
N4 1.966310 -1.494523 -2.270894  -0.45
N5 -2.536017 -0.003390 -2.334397  -0.43
C1 -3.054540 0.299083 1.230288  0.11
C2 0.322296 -1.179027 -3.962823  0.08
C3 2.635013 -1.452072 4.595285  -0.74
C4 -4.365241 0.673617 1.310529  -0.88
C5 2.964542 -0.950179 1.164615  0.04
C6 0.781506 -1.084210 -2.562317  0.06
C7 3.722220 2.282891 2.637301  -0.97
C8 -1.333473 -0.385369 -2.595978  -0.23
C9 -1.086857 -1.137095 -6.309767  -0.65
C10 0.236469 -1.583280 -6.287342  -0.69
C11 -0.980667 -0.739228 -3.985244  0.16
C12 1.523545 3.637612 0.981587  -1.10
C13 -2.969384 1.016719 4.704408  -1.15
C14 -3.065962 0.256320 -1.098186  0.05
C15 4.667666 -2.151860 0.038769  -0.82
C16 1.984883 0.877409 6.431538  -1.05
C17 -2.261019 3.497300 2.957153  -1.06
C18 2.624160 -1.496717 -1.065943  0.20
C19 -1.721398 -0.708709 -5.151182  -0.14
C20 4.201840 -1.530989 1.199887  -0.57
C21 -0.184129 -1.264922 5.774207  -0.99
C22 1.880238 4.354526 3.929071  -1.14
C23 0.851529 -4.379997 1.826291  -0.75
C24 -4.410603 0.667261 -1.078806  -0.47
C25 0.965047 -1.614222 -5.106189  -0.11
C26 -1.145634 3.162086 5.783939  -1.09
C27 3.881779 -2.130523 -1.085615  -0.48
C28 -5.055709 0.874097 0.113635  -0.56
H1 2.011127 4.022239 4.958617  0.33
H2 1.724418 -3.733789 1.728684  0.06
H3 1.989060 -1.962382 -5.070539  0.54
H4 2.303174 -2.170608 3.840413  0.06
H5 0.517735 4.064514 0.967614  0.29
H6 0.683442 -4.664244 2.864157  0.36
H7 -2.935363 0.058624 4.182993  0.30
H8 -1.582526 4.352348 2.893918  0.32
H9 -2.875972 0.798082 5.771702  0.41
H10 -4.907973 0.788372 -2.029880  0.54
H11 1.208178 1.371779 7.016745  0.30
H12 -4.838190 0.802420 2.273548  0.47
H13 -6.094502 1.178183 0.123614  0.42
H14 -0.870586 -0.644986 6.354987  0.29
H15 -3.238121 3.878596 3.270582  0.41
H16 0.934832 4.897419 3.856116  0.31
H17 -0.736748 -1.722558 4.953364  0.18
H18 -2.012968 3.735112 6.131688  0.39
H19 0.695522 -1.912001 -7.210815  0.41
H20 -3.961350 1.454299 4.556329  0.44
H21 -2.747704 -0.365931 -5.149326  0.54
H22 2.954973 -2.019955 5.475685  0.52
H23 2.601970 0.300151 7.128119  0.41
H24 4.193194 -2.578848 -2.017208  0.56
H25 2.619582 1.646946 5.990785  0.23
H26 5.636255 -2.635038 0.021347  0.43
H27 2.223045 4.431603 0.699846  0.41
H28 2.568176 -0.460418 2.044427  -0.08
H29 -2.373922 3.078982 1.954854  0.30
H30 3.974253 1.725561 3.543702  0.25
H31 3.886950 1.634614 1.773524  0.19
H32 -0.323173 3.862832 5.642112  0.27
H33 0.167475 -2.066462 6.432504  0.44
H34 -1.623110 -1.130263 -7.249942  0.41
H35 2.682708 5.066342 3.705214  0.43
H36 1.578490 2.866932 0.208777  0.27
H37 -0.881363 2.467395 6.582452  0.26
H38 4.786388 -1.502031 2.108704  0.44
H39 -2.466233 0.145252 2.130441  0.19
H40 3.513389 -0.923240 4.215534  0.14
H41 0.960861 -5.271330 1.210786  0.40
H42 4.429137 3.115396 2.558944  0.49

Cartesian forces (eV/Å) of the 3 atoms listed first:
Sb -0.0572 0.1651 -0.1005
Y -0.0189 -0.6467 -0.2324
S 0.0694 0.1906 0.0806

Results
Charge   +1
Gap between HOMO and LUMO   7.43 eV
DFT total energy   -85363.0465 eV
Lowest unoccupied orbital energy   -3.345 eV
HOMO energy   -10.7732 eV
Energy relative to the best compared isomer or geometry (same formula, charge and spin)   0.0000 eV

Here is the ion C21H28N3O4S2 with charge +1 at a distorted geometry from the Open Molecules 2025 dataset. Energies are from ωB97M-V/def2-TZVPD.

Last column: Mulliken charge in e.
Positions of all 58 atoms, in Å:
S1 2.357221 -2.779398 -1.291435  -0.26
S2 0.618454 -5.148504 -1.896858  -0.26
O1 -3.634714 3.253006 -2.373622  -0.38
O2 7.587868 1.465623 -0.628000  -0.44
O3 -0.007316 -1.613406 1.479974  -0.68
O4 -2.190878 -1.183313 -0.542981  -0.85
N1 -2.906422 -1.883233 1.477673  -0.03
N2 -3.149282 1.196667 -0.427293  0.70
N3 0.239590 -3.359919 0.033967  0.09
C1 8.216481 2.431005 0.188352  -0.85
C2 -0.922127 -4.064712 0.519019  -1.12
C3 -2.213455 -3.541421 -0.130931  -0.85
C4 -2.658625 3.435043 -1.379177  -0.54
C5 5.827558 0.038067 -1.155136  -0.90
C6 4.594682 -0.506214 -0.909494  -0.53
C7 4.372570 0.897056 1.028977  -0.92
C8 -4.221295 1.090873 -1.446812  -0.44
C9 3.831957 -0.098489 0.199182  1.19
C10 -3.651376 1.552995 0.917990  -0.67
C11 -2.428255 -2.100347 0.250491  0.49
C12 6.367854 1.015094 -0.303608  0.86
C13 5.613585 1.442233 0.793994  -0.46
C14 -4.702669 2.471876 -1.902799  -0.60
C15 0.637805 -2.168532 0.605826  0.30
C16 -2.083232 2.087112 -0.940223  -0.61
C17 -4.075735 0.315627 1.706649  -0.80
C18 2.562449 -0.653528 0.543529  -0.39
C19 -2.888297 -0.580350 2.116554  -0.84
C20 0.978602 -3.823711 -1.018681  0.56
C21 1.892021 -1.712790 0.023390  -0.02
H1 -3.081415 3.974786 -0.518562  0.34
H2 -1.875050 4.046706 -1.827670  0.40
H3 -2.120729 -3.615964 -1.215430  0.26
H4 6.415304 -0.274349 -2.003162  0.44
H5 -0.953689 -3.929821 1.603924  0.41
H6 -5.053788 0.515750 -1.041766  0.41
H7 -0.796865 -5.121541 0.272776  0.60
H8 -2.903593 -0.751567 3.191155  0.64
H9 -5.224901 2.994907 -1.087320  0.33
H10 5.994772 2.195148 1.465263  0.41
H11 -3.806623 0.556092 -2.303771  0.36
H12 3.805494 1.232034 1.885497  0.35
H13 4.208697 -1.252351 -1.585071  0.36
H14 -1.932975 -0.104844 1.872862  0.24
H15 -3.057580 -2.682518 2.072440  0.30
H16 8.359986 2.059174 1.206687  0.35
H17 -2.856604 2.065928 1.463077  0.44
H18 9.187021 2.613229 -0.268924  0.24
H19 -1.632932 1.594762 -1.805196  0.35
H20 2.058077 -0.191006 1.386460  0.35
H21 -3.050324 -4.155190 0.201851  0.44
H22 -4.496196 2.238179 0.828780  0.33
H23 -1.318376 2.219773 -0.174937  0.45
H24 7.647035 3.364391 0.213593  0.34
H25 -4.595640 0.659411 2.600329  0.42
H26 -4.788643 -0.275964 1.129715  0.29
H27 -2.701338 0.189791 -0.362078  -0.01
H28 -5.394149 2.360617 -2.739033  0.39

Cartesian forces (eV/Å) of the 3 atoms listed first:
S -0.1457 -0.1973 -0.0264
S 0.2065 0.0958 -0.0982
O 0.0268 0.0033 -0.1379

Results
Charge   +1
Gap between HOMO and LUMO   7.14 eV
DFT total energy   -56557.1951 eV
Lowest unoccupied orbital energy   -2.952 eV
HOMO energy   -10.0891 eV
SMILES   COc1ccc(/C=C2\SC(=S)N(CCC(=O)NCCC[NH+]3CCOCC3)C2=O)cc1
Energy relative to the best compared isomer or geometry (same formula, charge and spin)   0.0000 eV

Here is a cluster of 7 separate species, C48H36BrClN2O14 in total at a distorted geometry from the Open Molecules 2025 dataset. Energies are from ωB97M-V/def2-TZVPD.

Last column: Mulliken charge in e.
Positions of all 102 atoms, in Å:
Br1 5.537229 -2.167451 3.401773  0.03
Cl1 2.912788 1.756749 -0.363375  -0.22
O1 0.361961 4.544201 -3.394185  -0.48
O2 -6.705303 -0.623762 -1.201791  -0.58
O3 -3.096088 2.800645 -1.062869  -0.47
O4 6.767209 -5.053563 4.753939  -0.54
O5 5.007314 0.329380 1.598584  -0.56
O6 8.818321 -8.158239 0.987163  -0.55
O7 -2.059802 -0.114430 2.015520  -0.32
O8 -4.811657 1.726964 6.146022  -0.56
O9 3.804010 -4.060828 1.733166  -0.47
O10 -2.360821 4.610853 2.702132  -0.52
O11 -1.757124 -2.182755 -2.261679  -0.61
O12 -4.648774 4.774018 -5.725537  -0.56
O13 0.269850 7.747877 -0.658383  -0.58
O14 2.518508 3.066094 -7.998011  -0.54
N1 4.779980 -1.963912 1.708101  -0.18
N2 -1.937337 -4.207725 2.874412  -0.63
C1 6.531167 -5.977321 2.604598  -0.29
C2 -3.454115 3.253014 -2.133397  0.24
C3 8.347425 -7.446200 1.848668  0.32
C4 2.414720 4.675530 -6.282932  -0.37
C5 -2.938198 4.594435 -4.115766  -0.39
C6 -4.055791 -2.715921 -2.303321  -0.49
C7 -1.755819 5.325573 1.929187  0.35
C8 9.052826 -7.232780 3.138328  -0.39
C9 3.198586 -0.835665 0.479983  -0.61
C10 -5.573547 -0.987491 -1.440618  -0.05
C11 0.352195 6.390454 1.263782  -0.49
C12 -1.776983 6.746441 -0.069221  -0.42
C13 -4.407767 -0.119802 -1.147260  -0.49
C14 -0.329900 7.026514 0.108284  0.37
C15 -1.046328 -3.171831 2.316106  -0.07
C16 3.775514 -2.921724 1.400325  0.46
C17 1.090240 -4.092703 0.000756  -1.16
C18 4.430129 -0.653314 1.306913  0.10
C19 2.786320 -2.181956 0.560703  1.46
C20 7.047995 -6.756734 1.657517  -0.31
C21 -0.309576 5.603760 2.108154  -0.26
C22 0.408993 -3.627550 2.450854  -0.63
C23 1.873444 5.045587 -5.125315  -0.43
C24 -4.294151 4.323187 -4.658186  0.18
C25 -2.546786 4.097496 -2.944184  -0.47
C26 0.813034 -4.665839 1.407400  -0.99
C27 1.626567 -2.683385 -0.075813  0.40
C28 -5.201740 3.472940 -3.842497  -0.50
C29 -2.437805 5.957702 0.774114  -0.25
C30 -4.449846 -0.029609 4.626961  -0.42
C31 8.538309 -6.454233 4.086190  -0.37
C32 -4.178503 1.313848 5.198256  0.33
C33 0.466247 2.933511 -5.108625  -0.25
C34 0.891904 -1.739983 -0.862819  -0.93
C35 -3.167629 -0.513808 -1.412888  -0.23
C36 0.857390 4.203851 -4.449821  0.26
C37 -3.758517 -0.489402 3.589466  -0.24
C38 -3.107897 2.126953 4.569904  -0.24
C39 -2.687945 0.321893 2.959119  0.34
C40 2.025192 3.404609 -6.945227  0.30
C41 1.006529 2.562518 -6.266095  -0.37
C42 -5.299702 -2.321665 -2.038482  -0.54
C43 -4.807650 2.977057 -2.672969  -0.45
C44 -2.417759 1.666171 3.528746  -0.60
C45 -2.896076 -1.836554 -2.015196  0.38
C46 1.298174 -0.390159 -0.956300  -1.12
C47 7.237229 -5.765378 3.892374  0.28
C48 2.450168 0.091327 -0.277367  0.44
H1 -0.046794 -5.334888 1.302988  0.60
H2 -6.162350 -2.942490 -2.244462  0.42
H3 9.035050 -6.285387 5.033258  0.41
H4 5.584208 -5.464041 2.485920  0.61
H5 0.168148 5.133219 2.958317  0.46
H6 6.551180 -6.925053 0.710448  0.44
H7 3.157621 5.273902 -6.794454  0.41
H8 1.052820 -2.746088 2.486328  0.31
H9 -3.492824 5.741710 0.663903  0.46
H10 -1.566119 4.281876 -2.534707  0.94
H11 -1.634914 2.241848 3.055408  0.44
H12 -0.276682 2.334929 -4.596247  0.56
H13 -6.185047 3.284125 -4.254061  0.46
H14 -2.292926 5.215402 -4.725252  0.54
H15 0.736160 1.640749 -6.765168  0.43
H16 -5.452875 2.357144 -2.064155  0.55
H17 -2.823395 -4.250347 2.391317  0.24
H18 1.616077 -5.292056 1.784894  0.30
H19 9.999520 -7.744483 3.256639  0.40
H20 -3.831504 -3.680618 -2.740730  0.47
H21 -2.254797 7.219940 -0.917396  0.43
H22 2.142643 5.966853 -4.624424  0.45
H23 -1.325541 -2.893113 1.299693  0.21
H24 0.501897 -4.099676 3.432579  0.46
H25 0.152422 -4.124668 -0.554785  0.38
H26 1.406997 6.606088 1.376080  0.43
H27 -0.001314 -2.084548 -1.373931  0.99
H28 -1.164555 -2.270735 2.923098  -0.04
H29 -4.617360 0.845976 -0.708829  0.98
H30 -2.924499 3.102370 5.000367  0.45
H31 -5.234371 -0.603659 5.103673  0.43
H32 1.774743 -4.746663 -0.548069  0.41
H33 0.730806 0.319848 -1.549142  0.60
H34 -2.097534 -4.048290 3.858332  0.25
H35 -2.307493 0.110245 -1.202862  0.57
H36 -3.937928 -1.466898 3.158057  0.46

Cartesian forces (eV/Å) of the 3 atoms listed first:
Br 0.2191 0.0062 -0.4544
Cl -0.1657 -0.2301 -0.0970
O 0.1884 0.0220 -0.0689

Results
Gap between HOMO and LUMO   7.30 eV
DFT total energy   -164563.0750 eV
Lowest unoccupied orbital energy   -1.941 eV
HOMO energy   -9.2401 eV
SMILES   NCCCCc1ccc(Cl)c2c1C(=O)N(Br)C2=O.O=C1C=CC(=O)C=C1.O=C1C=CC(=O)C=C1.O=C1C=CC(=O)C=C1.O=C1C=CC(=O)C=C1.O=C1C=CC(=O)C=C1.O=C1C=CC(=O)C=C1

Here is a cluster of 2 separate species, Cl2H2NOP in total at a distorted geometry from the Open Molecules 2025 dataset. Energies are from ωB97M-V/def2-TZVPD.

Last column: Mulliken charge in e.
Positions of all 7 atoms, in Å:
Cl1 2.419309 0.781980 -1.147847  -0.09
Cl2 1.536245 0.197788 1.831329  -0.15
P1 0.866647 0.740609 0.011563  0.86
O1 0.048388 -1.542707 -0.547019  -0.68
N1 0.033337 1.968347 -0.288073  -0.49
H1 -0.715137 2.295648 0.252819  0.27
H2 0.545286 -1.937863 0.170215  0.28

Cartesian forces (eV/Å) of the 3 atoms listed first:
Cl 0.7267 -0.3033 -0.4676
Cl -0.2065 0.1667 -0.1363
P -1.3977 -2.9256 -0.6360

Results
Gap between HOMO and LUMO (spin up / spin down)   8.60 / 8.60 eV
DFT total energy   -37902.2117 eV
Lowest unoccupied orbital energy (spin up / spin down)   -1.590 / -1.590 eV
HOMO energy (spin up / spin down)   -10.1928 / -10.1922 eV
Energy relative to the best compared isomer or geometry (same formula, charge and spin)   3.4010 eV

- Among the records above, which one has the lowest DFT total energy?
  C48H36BrClN2O14